This record from OMol25 describes a single C9H10ClN molecule in a non-equilibrium geometry. The level of theory is ωB97M-V/def2-TZVPD.

```
21
Properties=species:S:1:pos:R:3:nbo_charge:R:1
C -0.3315 -1.9996 2.3788 -0.22
C 0.9191 -1.6724 1.8568 -0.20
C -1.4152 -1.5322 1.6901 -0.21
C 1.0613 -0.9376 0.6398 -0.24
C -1.3762 -0.7426 0.5792 -0.22
C -0.1479 -0.4231 0.0655 -0.03
C 0.4139 2.9701 -1.1879 -0.39
C -0.4028 1.9539 -0.9607 -0.21
C -0.0649 0.5114 -1.3279 0.17
N 1.2079 0.3894 -1.9738 -0.84
Cl -1.4599 -0.1078 -2.4616 -0.16
H -0.5453 -2.5933 3.3381 0.23
H 1.9066 -1.9683 2.4742 0.22
H -2.2685 -1.8968 2.0599 0.20
H 2.0477 -0.7248 0.1106 0.24
H -2.3264 -0.2689 0.0737 0.24
H 0.0816 3.9088 -0.7457 0.22
H 1.3374 2.7269 -1.5844 0.20
H -1.2923 2.0903 -0.2953 0.22
H 1.4201 -0.6307 -1.9884 0.39
H 1.2352 0.9470 -2.7409 0.38
```

Computed properties:
SMILES string   C=C[C@](N)(Cl)c1ccccc1
LUMO energy   0.0322 hartree
Kohn-Sham gap   10.35 eV
F_max   5.50 eV Å⁻¹